1.
3 unconnected molecules or ions with the total composition C17H36FN2O4. Source: the OMol25 dataset; level of theory: ωB97M-V/def2-TZVPD.

Highest occupied orbital energy: -11.4 eV
Strongest force on any atom: 0.7 eV/A
Net charge: +1

Positions of all 60 atoms, in Å:
C 4.67264 -1.06993 1.37322
C 3.45428 -1.13685 0.45056
C 3.52793 -2.34848 -0.48195
C 2.19061 -2.79016 -1.13106
C 1.03286 -2.61656 -0.21720
N 0.81057 -3.37507 0.85542
C -0.30458 -2.93607 1.53921
C -0.78268 -1.90311 0.83567
N 0.05231 -1.71204 -0.25104
C -0.17220 -0.62812 -1.21521
C 0.66694 0.60904 -0.91844
F 0.09512 -1.10710 -2.47469
H 5.57773 -1.35567 0.83129
H 4.56077 -1.78384 2.19265
H 4.80749 -0.07321 1.78717
H 3.41028 -0.22056 -0.14404
H 2.55724 -1.17214 1.07782
H 3.97417 -3.19855 0.04050
H 4.20316 -2.10826 -1.30559
H 2.25687 -3.85476 -1.37164
H 2.00594 -2.27296 -2.06799
H 1.40848 -4.13837 1.13382
H -0.64761 -3.36886 2.46306
H -1.63185 -1.26826 1.02788
H -1.23612 -0.38088 -1.18084
H 0.04182 1.49830 -0.90391
H 1.16118 0.53011 0.05272
H 1.44262 0.70390 -1.67784
C 3.50394 1.68704 3.31932
O 2.44063 1.05278 2.62078
C 1.38048 0.61972 3.45556
C 0.21656 1.58818 3.47727
O 0.55938 2.82803 4.05089
C 0.86368 3.84555 3.11172
H 4.09842 2.22713 2.58481
H 3.12858 2.39221 4.06199
H 4.13824 0.94532 3.81500
H 1.73516 0.43627 4.47440
H 1.03542 -0.33680 3.04072
H -0.58202 1.15423 4.08804
H -0.17348 1.72866 2.46083
H -0.05261 4.25810 2.67739
H 1.50791 3.47584 2.31042
H 1.38300 4.63643 3.64828
C -3.94999 -1.02462 -2.72275
O -3.77309 0.28157 -2.20230
C -3.32021 1.22085 -3.17083
C -4.44719 2.03911 -3.76238
O -5.35929 1.24084 -4.48682
C -6.53812 0.90903 -3.77244
H -4.58549 -1.57363 -2.02937
H -4.42459 -1.01792 -3.70455
H -2.98553 -1.54380 -2.80224
H -2.77376 0.70768 -3.96929
H -2.62522 1.89924 -2.66471
H -4.01458 2.76214 -4.46009
H -4.96147 2.59792 -2.97368
H -7.23285 1.75420 -3.75616
H -6.31804 0.60858 -2.74541
H -7.00982 0.07855 -4.29393


2.
2 unconnected molecules or ions with the total composition C9H15B in a non-equilibrium geometry. Source: the OMol25 dataset; level of theory: ωB97M-V/def2-TZVPD.

Highest occupied orbital energy: -7.3 eV
Strongest force on any atom: 4.5 eV/A

Positions of all 25 atoms, in Å:
B 0.35287 -0.22511 -0.35228
C -1.84783 1.42301 3.72887
C -0.80145 0.81610 2.89905
C -2.76125 2.03767 2.93753
C -1.20537 0.90665 1.65747
C -2.39924 1.81362 1.54336
C 0.08899 -0.42596 -2.96822
C 2.90436 -0.68793 -0.73806
C -0.39863 -0.79619 -1.55862
C 1.77611 -0.48159 0.29357
H -1.94184 1.32101 4.88546
H 0.12840 0.30072 3.22316
H -3.68652 2.38609 3.26767
H -3.04127 1.51736 0.69017
H -2.02470 2.70599 1.07480
H -0.00553 0.58119 -3.18673
H 1.07500 -0.68950 -3.19329
H -0.55199 -0.94632 -3.56215
H 3.09127 -1.72973 -0.92623
H 2.58287 -0.30219 -1.67235
H 3.94833 -0.20120 -0.34374
H -1.37270 -0.45013 -1.65324
H -0.37988 -1.91310 -1.30389
H 1.53832 -1.27788 0.96692
H 2.14009 0.20414 1.02875


3.
6 unconnected molecules or ions with the total composition C12H20Cl6N2O6 in a non-equilibrium geometry. Source: the OMol25 dataset; level of theory: ωB97M-V/def2-TZVPD.

Highest occupied orbital energy: -10.7 eV
Structure (SMILES): COC(=O)OC.COC(=O)OC.ClC(Cl)Cl.ClC(Cl)Cl.CC#N.CC#N
Strongest force on any atom: 4.4 eV/A

Positions of all 46 atoms, in Å:
C -4.96126 2.63818 -5.42557
C -4.53297 2.50575 -3.98339
N -4.18050 2.31611 -2.90702
H -5.01442 1.74454 -6.04741
H -4.43425 3.36849 -6.03957
H -5.95490 3.08626 -5.42281
C -8.19182 -2.81873 -1.15031
C -7.86234 -2.23674 -2.42571
N -7.65962 -1.79676 -3.47068
H -9.21061 -3.17170 -0.99034
H -7.79783 -2.15425 -0.38132
H -7.66272 -3.73780 -0.89841
C 6.61074 -7.95971 4.07623
O 5.49773 -7.14062 3.87886
C 5.73704 -5.89824 3.41240
O 6.71929 -5.52358 2.72490
O 4.68515 -5.15453 3.64674
C 4.74970 -3.77225 3.48756
H 7.24179 -7.33053 4.70393
H 7.18749 -8.35517 3.24013
H 6.30358 -8.85242 4.62105
H 5.46328 -3.27045 4.14109
H 3.77302 -3.28907 3.51426
H 5.13719 -3.63536 2.47800
C 2.09083 1.58365 -2.19316
O 2.92378 0.92441 -3.15176
C 3.74622 1.72869 -3.93951
O 4.40620 2.69178 -3.57795
O 3.92177 1.06722 -5.10162
C 4.74485 1.49872 -6.07130
H 1.36673 2.29099 -2.59745
H 2.80740 2.01117 -1.49183
H 1.34660 0.85697 -1.86735
H 5.76925 1.56761 -5.70529
H 4.35716 2.44162 -6.45698
H 4.70042 0.78365 -6.89277
C -3.07282 8.86939 5.27205
Cl -4.26157 8.41701 6.55878
Cl -1.50837 9.19064 5.99494
Cl -3.63680 10.20265 4.30101
H -2.82539 8.04853 4.59896
C -3.74932 1.29678 3.38202
Cl -2.15238 0.47769 3.37285
Cl -3.66939 2.61687 4.55725
Cl -5.07248 0.13034 3.83140
H -3.87534 1.74210 2.39515


4.
A single C4H5NO molecule. Source: the OMol25 dataset; level of theory: ωB97M-V/def2-TZVPD.

Highest occupied orbital energy: -9.9 eV
Strongest force on any atom: 0.7 eV/A

Positions of all 11 atoms, in Å:
N -1.19253 0.99540 0.77782
C -1.05225 -0.01396 -0.10593
O -1.92687 -0.40234 -0.86704
C 0.29364 -0.74486 -0.06912
C 1.47641 0.29236 0.61220
C 1.88703 0.00472 -0.53906
H -2.05109 1.52313 0.77464
H -0.38856 1.30839 1.30573
H 0.28333 -1.55188 0.66604
H 0.35735 -1.24545 -1.04503
H 2.31355 -0.16553 -1.51025


5.
A gas-phase ion, C5H3N4S (charge -1) in a non-equilibrium geometry. Source: the OMol25 dataset; level of theory: ωB97M-V/def2-TZVPD.

Highest occupied orbital energy: -4.7 eV
Strongest force on any atom: 4.5 eV/A
Net charge: -1

Positions of all 13 atoms, in Å:
C 1.49889 -0.35571 -0.14002
C 1.53151 0.97207 0.41837
C 0.45366 -1.03965 -0.49717
C -0.94420 -0.74998 -0.24594
C 0.80140 2.01282 0.43951
N -2.91626 -0.21350 -0.29510
N -1.50366 -1.38572 0.82116
N -2.77822 -0.94671 0.71480
N -1.75257 -0.01368 -0.92776
S -0.03939 3.29959 0.13803
H 2.53220 -0.77667 -0.37966
H 2.52141 1.16649 0.99182
H 0.59522 -1.96934 -1.03803


6.
A molecular structure, C26H31FIrN3O5PS. Source: the OMol25 dataset; level of theory: ωB97M-V/def2-TZVPD.

Highest occupied orbital energy (spin up / spin down): -13.0 / -13.4 eV
Spin multiplicity: 2
Strongest force on any atom: 0.2 eV/A
Net charge: +2

Positions of all 69 atoms, in Å:
Ir 1.86167 -0.58698 -3.16252
C -1.61845 4.36484 1.64784
C -2.35539 3.68187 0.50796
N -1.61186 2.52271 -0.02252
C -0.89268 2.67842 -1.13318
C -0.11582 1.70303 -1.72077
C 0.53294 2.11124 -3.02642
O 0.39790 3.25130 -3.40294
O 1.17698 1.21454 -3.73375
C -0.04847 0.44795 -1.09130
O 0.64050 -0.54531 -1.48856
C -0.83810 0.25656 0.10991
C -0.84489 -0.99347 0.74412
C -1.62173 -1.18705 1.84624
F -1.65026 -2.40943 2.40209
C -2.41279 -0.16113 2.40298
C -2.38114 1.07698 1.78544
C -1.61853 1.29551 0.63048
N -3.22185 -0.33782 3.54676
C -4.63932 -0.01005 3.46178
C -5.04062 0.72526 4.74479
N -4.13689 0.25001 5.85703
C -3.85035 -1.21698 5.72649
C -2.98944 -1.44401 4.47468
H -2.20446 5.20870 2.01000
H -0.65624 4.74558 1.30642
H -1.43666 3.68664 2.48177
H -2.49073 4.36894 -0.32399
H -3.35000 3.34510 0.79746
H -0.93085 3.64779 -1.61487
H -0.26700 -1.81508 0.33735
H -2.94820 1.88482 2.22383
H -5.24019 -0.91782 3.33364
H -4.83875 0.62486 2.60341
H -6.06696 0.51594 5.03951
H -4.90392 1.80181 4.66604
H -4.55127 0.46030 6.76539
H -3.25334 0.75857 5.79705
H -4.81765 -1.71138 5.66213
H -3.34751 -1.55728 6.62828
H -3.25408 -2.42076 4.06436
H -1.93371 -1.46727 4.73980
O 1.37112 -3.60662 -0.97287
C 2.13337 -2.80874 -1.45134
O 2.15602 -2.50734 -2.74643
C 3.19908 -2.15687 -0.59147
C 3.51207 -2.82704 0.58528
C 4.51645 -2.37922 1.42958
C 5.23542 -1.23145 1.11530
C 4.94334 -0.54116 -0.04283
C 3.93239 -0.99721 -0.90143
S 3.75754 -0.02132 -2.33339
H 2.95127 -3.72220 0.81568
H 4.74337 -2.93011 2.33229
H 6.02192 -0.87862 1.76814
H 5.49594 0.35497 -0.29815
C 3.63071 0.69144 -5.80787
P 2.83458 -0.80849 -5.21786
C 1.49362 -1.19417 -6.36332
C 4.01879 -2.15746 -5.33124
H 3.94420 0.56751 -6.84463
H 4.50731 0.90470 -5.19482
H 2.93309 1.52445 -5.72273
H 1.88960 -1.30888 -7.37349
H 0.75809 -0.38955 -6.36044
H 1.01517 -2.12701 -6.06275
H 4.31539 -2.29961 -6.37103
H 3.55887 -3.06778 -4.94854
H 4.90138 -1.92965 -4.73388


Which value of strongest force on any atom does entry 5 give? 4.5 eV/A


Which of these has the lowest strongest force on any atom? C26H31FIrN3O5PS


Look up the strongest force on any atom of the first one. 0.7 eV/A